Entry from OMol25: a molecular structure, C3H3BrCl2O2 in a non-equilibrium geometry (ωB97M-V with the def2-TZVPD basis set).

- relative energy (zero: lowest compared OMol25 entry of this formula, charge and spin) (eV) = 1.022
- largest force on an atom (eV/A) = 3.984
- gap between HOMO and LUMO (eV) = 8.709

Positions of all 11 atoms, in Å:
C  1.8654  -1.6557  -0.2001
C  0.3331  0.1775  0.0661
C  2.2924  2.2800  -0.3812
O  1.4370  -2.1756  -1.1667
O  1.4651  -0.6355  0.5305
Cl  3.2842  1.7086  -1.5931
Cl  3.2186  2.4427  1.0100
Br  3.6870  -2.0808  0.3124
H  -0.5012  -0.4480  0.3531
H  0.4080  0.3937  -1.1046
H  0.5822  1.0544  0.5505